1.
138
Properties=species:S:1:pos:R:3:mulliken_charge:R:1 method="wB97M-V/def2-TZVPD" largest_force_ha_per_bohr=0.11748 spin_multiplicity=1 energy_ev=-110106.9082 gap_ev=1.76 de_lowest_kcal_mol=193.3 lumo_energy_ev=2.6 charge=-2
O -0.91 2.29 -0.65 -0.951
C -0.49 0.96 -0.71 -0.220
C -0.79 -0.07 0.46 -0.368
O 0.05 -0.10 1.55 -0.939
H 0.56 0.87 -1.00 0.169
H -1.01 0.54 -1.58 0.086
H -0.93 -1.08 0.06 0.123
H -1.79 0.03 0.88 0.204
C -3.51 9.64 -1.09 -1.445
C -2.65 9.73 -2.32 0.533
C -2.84 8.55 -3.32 -0.462
O -3.10 9.14 -4.57 -0.306
C -3.16 10.49 -4.45 0.666
O -3.46 11.27 -5.36 -0.574
O -3.01 10.80 -3.13 -0.352
H -3.46 10.64 -0.65 0.341
H -3.08 9.00 -0.31 0.389
H -4.56 9.38 -1.22 0.371
H -1.62 9.87 -1.97 0.213
H -3.74 8.00 -3.04 0.268
H -2.00 7.85 -3.33 0.346
C -3.14 -3.58 -5.17 -1.373
C -2.08 -4.51 -5.72 0.412
C -1.00 -5.01 -4.80 -0.473
O -1.07 -6.39 -4.87 -0.284
C -2.06 -6.80 -5.68 0.659
O -2.29 -7.92 -6.04 -0.572
O -2.80 -5.73 -6.06 -0.374
H -3.30 -3.77 -4.11 0.358
H -4.05 -3.75 -5.74 0.321
H -2.86 -2.53 -5.27 0.378
H -1.69 -4.21 -6.69 0.306
H -1.26 -4.61 -3.82 0.333
H -0.05 -4.57 -5.09 0.279
C 5.92 1.03 8.08 -1.433
C 5.95 -0.46 8.25 0.618
C 5.57 -1.27 7.06 -0.525
O 6.73 -2.02 6.81 -0.325
C 7.69 -1.77 7.67 0.663
O 8.76 -2.29 7.69 -0.537
O 7.34 -0.69 8.41 -0.362
H 4.91 1.39 7.94 0.397
H 6.44 1.25 7.15 0.374
H 6.41 1.52 8.92 0.318
H 5.30 -0.79 9.06 0.230
H 5.20 -0.69 6.21 0.298
H 4.80 -2.02 7.24 0.279
C 1.61 4.25 -8.58 -1.368
C 0.69 3.20 -7.99 0.465
C -0.80 3.37 -8.11 -0.463
O -1.30 2.28 -8.87 -0.335
C -0.33 1.55 -9.37 0.711
O -0.45 0.54 -10.06 -0.587
O 0.82 1.99 -8.82 -0.382
H 1.34 4.58 -9.58 0.338
H 2.61 3.82 -8.65 0.337
H 1.66 5.15 -7.96 0.387
H 0.88 3.05 -6.93 0.298
H -1.07 4.31 -8.58 0.253
H -1.21 3.41 -7.10 0.340
C -4.79 -7.63 1.48 -1.510
C -4.90 -9.12 1.61 0.519
C -3.80 -9.93 0.95 -0.399
O -3.33 -10.78 1.95 -0.305
C -4.01 -10.58 3.06 0.683
O -3.92 -11.28 4.12 -0.626
O -4.79 -9.50 2.97 -0.307
H -3.85 -7.27 1.90 0.376
H -5.65 -7.12 1.92 0.333
H -4.64 -7.28 0.46 0.407
H -5.85 -9.48 1.22 0.231
H -3.00 -9.30 0.58 0.315
H -4.29 -10.45 0.12 0.279
C -3.27 -2.37 7.79 -1.439
C -3.95 -3.35 6.80 0.411
C -4.04 -4.74 7.42 -0.409
O -5.38 -5.01 7.30 -0.332
C -6.08 -4.01 6.85 0.738
O -7.30 -4.06 6.66 -0.622
O -5.29 -2.99 6.70 -0.337
H -3.42 -1.34 7.46 0.342
H -2.20 -2.55 7.92 0.378
H -3.69 -2.47 8.79 0.371
H -3.47 -3.28 5.82 0.332
H -3.72 -4.82 8.46 0.284
H -3.40 -5.42 6.84 0.278
C 2.45 -6.81 3.23 -1.448
C 2.73 -6.64 1.71 0.425
C 3.80 -5.62 1.46 -0.427
O 4.69 -6.28 0.61 -0.298
C 4.31 -7.52 0.43 0.665
O 4.83 -8.37 -0.29 -0.594
O 3.23 -7.81 1.23 -0.338
H 3.32 -7.14 3.79 0.350
H 1.63 -7.51 3.38 0.344
H 2.08 -5.84 3.55 0.413
H 1.82 -6.47 1.13 0.293
H 4.31 -5.39 2.39 0.268
H 3.43 -4.76 0.90 0.331
C 7.44 0.81 -0.15 -1.455
C 7.62 0.37 -1.63 0.542
C 6.59 1.00 -2.59 -0.386
O 7.42 1.46 -3.64 -0.339
C 8.74 1.28 -3.41 0.688
O 9.67 1.49 -4.16 -0.544
O 8.88 0.78 -2.12 -0.373
H 6.55 0.37 0.31 0.414
H 7.36 1.89 -0.11 0.345
H 8.21 0.50 0.56 0.339
H 7.54 -0.72 -1.62 0.188
H 6.10 1.84 -2.09 0.286
H 5.92 0.26 -3.02 0.284
C -8.63 0.74 1.12 -1.311
C -7.93 2.13 1.19 0.382
C -7.53 2.86 -0.06 -0.415
O -8.66 3.61 -0.40 -0.333
C -9.41 3.76 0.72 0.647
O -10.36 4.53 0.79 -0.577
O -8.91 2.98 1.69 -0.338
H -8.05 0.05 0.51 0.374
H -9.64 0.69 0.70 0.329
H -8.60 0.31 2.12 0.334
H -7.07 1.96 1.83 0.322
H -7.37 2.20 -0.92 0.276
H -6.63 3.47 0.08 0.302
C 4.48 9.69 0.19 -1.455
C 5.33 8.61 -0.38 0.507
C 4.63 7.79 -1.48 -0.448
O 5.76 7.57 -2.40 -0.310
C 6.81 8.30 -2.08 0.692
O 7.88 8.29 -2.75 -0.614
O 6.55 9.04 -1.01 -0.353
H 4.20 10.46 -0.53 0.364
H 4.96 10.20 1.03 0.340
H 3.53 9.32 0.57 0.390
H 5.64 7.92 0.40 0.226
H 3.95 8.43 -2.03 0.303
H 4.13 6.93 -1.04 0.352

***

2.
54
Properties=species:S:1:pos:R:3:mulliken_charge:R:1 method="wB97M-V/def2-TZVPD" largest_force_ha_per_bohr=0.02240 spin_multiplicity=1 energy_ev=-114230.8729 gap_ev=8.94 de_lowest_kcal_mol=4.5 lumo_energy_ev=0.5 charge=0
C 2.60 -5.34 2.20 -0.962
O 1.85 -4.26 2.71 -0.411
C 1.67 -3.16 1.97 0.988
C 2.19 -2.95 0.69 -0.805
C 1.93 -1.76 0.02 -0.842
C 1.18 -0.76 0.62 -0.312
C 0.87 0.57 0.00 0.374
O 0.66 1.55 0.68 -0.694
N 0.82 0.57 -1.35 -0.159
C 0.48 1.75 -2.13 -0.188
C 1.56 2.00 -3.18 -0.764
C 1.50 3.41 -3.76 -0.776
C 0.60 3.56 -4.98 -0.742
C -0.71 2.77 -4.94 -0.602
C -1.40 2.74 -3.58 -0.808
C -0.93 1.58 -2.70 -0.808
C 0.70 -0.96 1.92 -0.441
C 0.92 -2.15 2.56 0.345
S 0.29 -2.54 4.20 1.365
O 1.36 -2.55 5.15 -0.703
O -0.58 -3.68 4.10 -0.658
N -0.62 -1.20 4.62 -0.254
C -1.69 -0.69 3.90 -0.222
C -2.40 -1.52 3.02 0.014
C -3.44 -1.00 2.27 -0.704
C -3.78 0.33 2.40 0.032
Br -5.20 1.04 1.35 -0.201
C -3.11 1.16 3.29 -0.651
C -2.07 0.64 4.03 -0.164
H 2.14 -5.75 1.29 0.367
H 2.58 -6.10 2.98 0.268
H 3.63 -5.05 1.99 0.363
H 2.79 -3.70 0.20 0.436
H 2.35 -1.62 -0.96 0.477
H 0.89 -0.30 -1.86 0.359
H 0.48 2.58 -1.41 0.384
H 2.53 1.86 -2.69 0.394
H 1.49 1.26 -3.98 0.361
H 1.16 4.09 -2.97 0.380
H 2.50 3.73 -4.04 0.369
H 0.37 4.63 -5.10 0.333
H 1.15 3.26 -5.88 0.312
H -1.39 3.21 -5.68 0.369
H -0.53 1.74 -5.26 0.312
H -1.26 3.69 -3.06 0.367
H -2.48 2.62 -3.73 0.392
H -1.62 1.47 -1.86 0.389
H -0.97 0.66 -3.28 0.272
H 0.15 -0.16 2.38 0.784
H -0.12 -0.54 5.19 0.272
H -2.13 -2.56 2.94 0.566
H -3.99 -1.64 1.59 0.448
H -3.39 2.20 3.39 0.421
H -1.53 1.28 4.72 0.360

***

3.
91
Properties=species:S:1:pos:R:3:mulliken_charge:R:1 method="wB97M-V/def2-TZVPD" largest_force_ha_per_bohr=0.10223 spin_multiplicity=1 energy_ev=-266747.3689 gap_ev=6.43 de_lowest_kcal_mol=104.3 lumo_energy_ev=-0.5 charge=0
Y 0.14 -0.30 0.64 -0.111
O -0.63 2.61 3.67 -0.588
Cl -0.42 1.26 3.22 1.637
O -0.50 0.28 4.32 -0.525
O -1.47 0.84 2.13 -0.593
O 0.86 1.19 2.47 -0.598
C 1.14 4.36 -1.28 -1.087
N 1.01 2.92 -1.11 0.374
P -0.58 2.23 -0.75 1.572
C -1.39 2.28 -2.36 -0.009
C -2.00 3.38 -2.94 -0.129
C -2.79 3.30 -4.05 -0.686
C -2.88 2.09 -4.76 -0.453
C -2.13 0.98 -4.30 -0.456
C -1.34 1.08 -3.16 0.100
C -1.39 3.47 0.28 0.860
C -0.65 4.28 1.13 0.680
C -1.25 5.38 1.67 -0.835
C -2.62 5.44 1.78 -0.695
C -3.41 4.52 0.97 -0.589
C -2.81 3.52 0.23 -1.011
P 2.24 1.71 -0.91 1.102
C 2.96 1.37 -2.50 0.018
C 3.79 2.29 -3.18 -0.187
C 4.34 1.91 -4.42 -0.779
C 3.85 0.85 -5.09 -0.492
C 2.94 -0.04 -4.49 -0.798
C 2.56 0.20 -3.14 0.144
C 3.55 2.49 0.09 0.385
C 4.90 2.15 -0.17 -0.979
C 5.91 2.97 0.26 -0.745
C 5.61 4.00 1.09 -0.313
C 4.30 4.26 1.59 -0.796
C 3.29 3.46 1.06 -0.458
H 1.58 4.58 -2.25 0.343
H 1.67 4.97 -0.53 0.262
H 0.16 4.84 -1.26 0.337
H -1.92 4.35 -2.41 0.256
H -3.54 4.08 -4.27 0.306
H -3.39 1.95 -5.78 0.299
H -2.32 0.04 -4.85 0.259
H -0.73 0.26 -2.75 -0.118
H 0.37 4.01 1.35 -0.301
H -0.54 6.06 2.15 0.387
H -3.06 6.12 2.45 0.496
H -4.50 4.73 0.86 0.340
H -3.40 2.74 -0.32 0.411
H 4.09 3.25 -2.74 0.422
H 5.04 2.61 -4.92 0.327
H 4.15 0.66 -6.08 0.444
H 2.56 -0.97 -4.91 0.465
H 1.91 -0.51 -2.64 0.016
H 5.10 1.39 -0.90 0.624
H 6.93 2.68 0.16 0.433
H 6.48 4.63 1.40 0.316
H 4.13 5.12 2.25 0.406
H 2.25 3.57 1.40 0.358
Cl -2.28 -1.44 0.56 -0.107
C -1.37 -2.04 -0.85 0.358
C 0.01 -2.07 -0.88 -0.249
C 0.72 -2.94 -1.72 0.424
Cl 2.26 -3.45 -1.42 -0.144
C 0.05 -3.22 -3.00 0.324
Cl 0.86 -4.09 -4.23 -0.172
C -1.33 -2.91 -3.10 0.395
Cl -2.12 -2.97 -4.61 -0.164
C -2.06 -2.34 -2.05 -0.151
Cl -3.76 -2.04 -2.10 -0.189
C -0.22 -5.90 3.07 -0.733
Ge -2.21 -6.30 3.21 0.548
C -2.41 -8.21 2.63 -1.391
C -3.40 -5.33 1.96 -1.020
C -2.82 -5.71 4.98 -0.844
Se -2.94 -3.81 5.13 -0.019
C -0.95 -3.45 5.35 -0.367
H 0.13 -6.58 2.25 0.356
H 0.38 -6.14 3.92 0.391
H -0.07 -4.83 2.74 -0.031
H -3.07 -8.36 1.82 0.414
H -2.73 -8.83 3.43 0.420
H -1.48 -8.77 2.37 0.369
H -3.07 -4.28 1.98 0.071
H -4.47 -5.34 2.09 0.429
H -3.23 -5.74 0.96 0.378
H -2.01 -5.97 5.68 0.335
H -3.78 -6.21 5.24 0.408
H -0.45 -4.23 5.93 0.292
H -1.00 -2.47 5.79 0.307
H -0.56 -3.21 4.37 -0.013
N 0.52 -2.79 2.90 -0.703
C 0.74 -1.91 2.19 0.029

***

4.
7
Properties=species:S:1:pos:R:3:lowdin_spin:R:1 method="wB97M-V/def2-TZVPD" largest_force_ha_per_bohr=0.02250 spin_multiplicity=8 energy_ev=-27217.8558 gap_ev="6.20 / 6.34" s2=15.760 lumo_energy_ev="-1.2 / -1.1" charge=0
O 1.33 2.38 0.11 0.000
C 0.72 1.40 -0.33 0.000
C 0.10 0.70 -1.36 0.001
C 0.00 0.17 -0.10 -0.011
H -0.45 0.64 -2.30 0.000
F -1.06 -3.46 2.58 -0.020
Eu -0.63 -1.83 1.40 7.030

***

5.
17
Properties=species:S:1:pos:R:3:lowdin_spin:R:1 method="wB97M-V/def2-TZVPD" largest_force_ha_per_bohr=0.09875 spin_multiplicity=2 energy_ev=-72277.7235 gap_ev="5.31 / 6.34" s2=1.180 de_lowest_kcal_mol=141.7 lumo_energy_ev="-10.8 / -10.7" charge=+2
C -1.72 -0.66 -2.34 -0.027
O -2.02 0.25 -1.58 0.108
O -1.95 -0.81 -3.49 -0.103
Mg -3.33 1.74 -2.54 0.352
O 0.14 2.22 1.47 0.072
O 0.82 0.18 -1.10 0.082
C 0.82 -1.06 -0.59 0.412
C 1.24 -0.83 0.87 0.019
O 0.23 -0.05 1.49 0.031
C 0.59 1.18 2.20 0.011
Ga -0.38 1.19 -0.01 0.181
H -0.10 -1.43 -1.75 -0.131
H 0.33 -2.05 -0.45 -0.012
H 2.20 -0.30 0.91 0.004
H 1.33 -1.81 1.38 0.000
H 0.09 1.09 3.18 0.000
H 1.69 1.16 2.35 0.001

***

6.
28
Properties=species:S:1:pos:R:3:mulliken_charge:R:1 method="wB97M-V/def2-TZVPD" largest_force_ha_per_bohr=0.06223 spin_multiplicity=1 energy_ev=-19777.4000 gap_ev=10.07 de_lowest_kcal_mol=0.0 lumo_energy_ev=0.2 charge=0
O 1.85 -2.58 -1.87 -0.508
C 0.92 -1.86 -2.23 -0.132
C -0.02 -1.23 -1.24 0.031
C 0.32 -1.63 0.19 -0.511
C -0.59 -0.89 1.22 -0.207
C -0.21 0.56 1.24 0.622
O -0.60 1.40 0.44 -0.836
O 0.62 0.89 2.18 -0.574
H 0.80 -1.65 -3.32 0.390
H -1.09 -1.51 -1.49 0.053
H -0.01 -0.12 -1.44 0.125
H 1.42 -1.47 0.39 0.283
H 0.21 -2.76 0.33 0.344
H -0.47 -1.35 2.24 0.331
H -1.67 -1.00 0.97 0.071
H 0.85 1.97 2.15 0.495
O -2.24 0.76 -1.60 -0.710
H -2.82 0.10 -1.15 0.303
H -1.69 1.12 -0.91 0.421
O 1.03 3.30 1.43 -0.792
H 1.85 3.08 0.94 0.453
H 0.34 3.08 0.76 0.402
O 3.06 1.97 0.30 -0.691
H 3.23 1.72 -0.62 0.329
H 2.95 1.15 0.84 0.335
O -3.53 -1.72 -0.14 -0.573
H -4.48 -1.57 -0.26 0.278
H -3.43 -2.61 -0.33 0.267

***

7.
46
Properties=species:S:1:pos:R:3:mulliken_charge:R:1 method="wB97M-V/def2-TZVPD" largest_force_ha_per_bohr=0.05197 spin_multiplicity=1 energy_ev=-50682.5539 gap_ev="3.54 / 3.37" lumo_energy_ev="-9.8 / -9.9" charge=+2
H 1.70 -2.61 2.26 0.514
N 1.55 -1.46 0.45 -0.256
B 1.92 -0.88 -2.12 0.145
N 2.39 -1.26 -0.63 0.148
C 3.52 -1.96 -0.40 -0.085
Ti -0.36 -1.81 0.98 1.130
H 4.27 -2.16 -1.17 0.440
C 3.44 -2.54 0.85 -1.032
H 4.18 -3.18 1.33 0.418
C 2.19 -2.27 1.36 0.084
H 2.58 -1.60 -2.85 -0.119
C -2.00 2.95 0.12 -0.889
H -3.09 2.79 0.08 0.290
H -1.56 2.35 0.91 0.002
H -1.59 2.76 -0.87 0.262
N 2.12 0.62 -2.61 0.334
N 0.44 -1.52 -2.13 0.241
N 1.47 1.58 -1.89 -0.734
N -0.35 -1.70 -1.02 -0.276
C 2.83 1.25 -3.61 -0.365
C 0.03 -2.41 -3.07 -0.078
H 3.44 0.73 -4.34 0.445
H 0.58 -2.54 -3.99 0.466
C 2.61 2.64 -3.49 -0.763
C -1.04 -3.14 -2.56 -0.995
C 1.74 2.77 -2.38 -0.072
C -1.20 -2.76 -1.24 -0.214
H 2.97 3.44 -4.08 0.413
H -1.60 -3.91 -3.06 0.428
H 1.33 3.66 -1.92 0.461
H -1.83 -3.14 -0.44 0.656
H -1.88 3.98 0.35 0.357
C -1.25 -2.54 2.99 -0.960
C -2.04 -1.31 3.13 0.710
C -1.33 -0.09 3.11 0.040
C -2.00 1.12 3.20 -0.816
C -3.38 1.17 3.38 -0.412
C -4.11 -0.04 3.34 -0.622
C -3.46 -1.25 3.08 -0.725
H -0.45 -2.62 3.75 0.430
H -1.84 -3.44 2.84 0.498
H -0.23 -0.14 3.07 0.667
H -1.44 2.05 3.18 0.564
H -3.86 2.10 3.64 0.476
H -5.17 0.00 3.60 0.410
H -4.00 -2.17 2.81 0.386

***

8.
9
Properties=species:S:1:pos:R:3:mulliken_charge:R:1 method="wB97M-V/def2-TZVPD" largest_force_ha_per_bohr=0.05614 spin_multiplicity=1 energy_ev=-23577.0152 gap_ev=4.28 de_lowest_kcal_mol=29.2 lumo_energy_ev=-1.2 charge=0
O 0.68 0.60 0.26 -0.828
K 2.04 -1.76 0.29 0.961
O -2.62 0.03 -0.47 -0.508
C -1.61 0.62 -0.26 0.384
C -0.34 1.03 -0.47 0.165
C -0.58 2.59 -0.61 -0.975
H -1.48 2.91 -1.16 0.318
H 0.28 2.96 -1.20 0.251
H -0.51 3.09 0.37 0.232